(1)
{"formula": "C13H26ClF4N3O4P", "method": "ωB97M-V/def2-TZVPD", "symbols": ["C", "O", "C", "C", "C", "C", "C", "N", "F", "C", "N", "P", "O", "O", "N", "C", "C", "C", "Cl", "C", "C", "O", "C", "F", "F", "F", "H", "H", "H", "H", "H", "H", "H", "H", "H", "H", "H", "H", "H", "H", "H", "H", "H", "H", "H", "H", "H", "H", "H", "H", "H", "H"], "positions_angstrom": [[5.24286, 2.28245, 2.00046], [5.16840, 1.88763, 0.64626], [3.94934, 2.21051, 0.02329], [2.93612, 1.08067, 0.16042], [3.25477, -0.13374, -0.72958], [2.26678, -0.36545, -1.88760], [1.25842, -1.47273, -1.61202], [0.28401, -1.04911, -0.58996], [0.27535, -2.00749, 0.47057], [-1.09632, -1.01732, -0.94954], [-1.61363, -1.89126, -1.83047], [-2.06717, -1.53716, -3.57667], [-1.63269, 0.01666, -3.69045], [-3.67558, -1.46974, -3.54937], [-1.82148, -0.14042, -0.31150], [-3.29596, -0.16412, -0.40418], [-3.99613, -1.47266, 0.04348], [-3.20041, -2.43683, 0.92348], [-5.51841, -0.95509, 0.83181], [-1.22062, 0.87320, 0.57927], [-1.25672, 0.43782, 2.03578], [-2.62026, 0.38868, 2.38811], [-0.49746, 1.44023, 2.90188], [-0.49508, 1.02007, 4.17336], [0.77089, 1.56986, 2.49303], [-1.07402, 2.64571, 2.86842], [6.09421, 1.77007, 2.44228], [4.33873, 2.00278, 2.55455], [5.38471, 3.36469, 2.08253], [4.16829, 2.38446, -1.03430], [3.53433, 3.14488, 0.42315], [1.95007, 1.48701, -0.09769], [2.87341, 0.77938, 1.20769], [3.27876, -1.03297, -0.10893], [4.25754, -0.01630, -1.14172], [2.79519, -0.63500, -2.80270], [1.71577, 0.55938, -2.08620], [0.76030, -1.79597, -2.52932], [1.76271, -2.34508, -1.19079], [-0.97346, -2.67871, -1.91062], [-2.06052, 0.68128, -3.13774], [-4.08724, -0.61017, -3.68820], [-3.65673, 0.66801, 0.18903], [-3.57408, 0.03412, -1.43421], [-4.32790, -1.99766, -0.84780], [-3.81750, -2.78245, 1.74892], [-2.29761, -1.99867, 1.34158], [-2.90667, -3.31409, 0.34673], [-1.82743, 1.77406, 0.48544], [-0.20832, 1.09321, 0.25798], [-0.77996, -0.53711, 2.18171], [-2.72155, 0.26049, 3.34035]], "gap_ev": 7.483, "smiles": "COCCCCCN(F)/C(NP(O)O)=[N+](/C[C@@H](C)Cl)C[C@H](O)C(F)(F)F", "charge": 1, "e_homo_ev": -11.85}

(2)
{"formula": "C5H5OPS2", "method": "ωB97M-V/def2-TZVPD", "symbols": ["C", "C", "C", "C", "C", "O", "P", "S", "S", "H", "H", "H", "H", "H"], "positions_angstrom": [[2.45184, -1.19601, 1.20199], [1.59207, -0.35075, 1.08684], [0.72127, 1.00977, -0.66024], [-0.46164, 0.83500, -1.23130], [0.66376, 0.70309, 0.80189], [-0.61970, 0.42187, 1.22798], [-1.73362, 0.30422, -0.02291], [-3.34568, 1.27358, 0.32079], [-1.84415, -2.73362, -0.54726], [2.98790, -1.96445, 1.67586], [1.71587, 1.42616, -1.11689], [-0.74287, 1.01213, -2.34385], [0.98717, 1.56082, 1.27251], [-2.37220, -2.30181, -1.66540]], "gap_ev": [6.710, 6.606], "relative_energy_kcal_mol": 51.51, "e_homo_ev": [-8.91, -8.81]}

(3)
{"formula": "C49H44AuBGeN6", "method": "ωB97M-V/def2-TZVPD", "symbols": ["Au", "C", "C", "C", "C", "N", "N", "B", "N", "N", "C", "C", "C", "C", "C", "C", "C", "C", "C", "C", "N", "N", "C", "C", "C", "C", "C", "C", "C", "C", "C", "C", "C", "C", "C", "C", "C", "C", "H", "H", "H", "H", "H", "H", "H", "H", "H", "H", "H", "H", "H", "H", "H", "H", "H", "H", "H", "H", "H", "H", "H", "H", "H", "H", "H", "H", "C", "Ge", "C", "C", "C", "C", "C", "C", "C", "C", "C", "C", "C", "C", "C", "C", "C", "C", "C", "C", "H", "H", "H", "H", "H", "H", "H", "H", "H", "H", "H", "H", "H", "H", "H", "H"], "positions_angstrom": [[-0.14127, -1.13044, -0.53678], [-4.42415, -4.04886, 1.26979], [-3.11224, -3.89253, 0.57677], [-2.41153, -4.82837, -0.15237], [-1.25903, -4.17534, -0.62367], [-1.28929, -2.91161, -0.18682], [-2.41236, -2.74268, 0.54544], [-2.80742, -1.38281, 1.17947], [-3.04601, -0.36188, 0.02958], [-2.26147, -0.36586, -1.06765], [-2.73077, 0.54026, -1.92591], [-3.85501, 1.15697, -1.34751], [-4.02423, 0.55571, -0.11526], [-5.05577, 0.83490, 0.92507], [-2.14221, 0.77064, -3.25373], [-1.11929, -0.03756, -3.75191], [-0.57832, 0.19114, -5.00515], [-1.05683, 1.22588, -5.79533], [-2.08367, 2.02600, -5.31849], [-2.61926, 1.80127, -4.06162], [-1.68373, -0.92343, 2.14082], [-0.39310, -1.11138, 1.80907], [0.35804, -0.73677, 2.84594], [-0.48880, -0.29234, 3.87799], [-1.77224, -0.43006, 3.39733], [-3.05858, -0.14421, 4.09708], [1.81221, -0.94967, 2.90716], [2.50405, -1.63013, 1.90259], [3.85169, -1.91736, 2.03365], [4.54075, -1.53019, 3.17368], [3.87184, -0.83626, 4.17058], [2.52275, -0.54923, 4.03917], [-0.20091, -4.76286, -1.46542], [0.92631, -4.06194, -1.89708], [1.88569, -4.66262, -2.69433], [1.74370, -5.98662, -3.08022], [0.63360, -6.70057, -2.65754], [-0.32420, -6.09692, -1.86143], [-4.78940, -5.06298, 1.12588], [-5.15759, -3.35263, 0.86171], [-4.32963, -3.85541, 2.33849], [-2.70623, -5.85063, -0.31241], [-3.81881, -1.51296, 1.79329], [-4.48494, 1.91878, -1.77490], [-5.83392, 1.47244, 0.51139], [-4.61131, 1.34759, 1.77975], [-5.51036, -0.08774, 1.28530], [-0.74996, -0.85613, -3.15020], [0.21842, -0.44770, -5.36573], [-0.63544, 1.40233, -6.77655], [-2.46827, 2.83184, -5.93073], [-3.41241, 2.44444, -3.70253], [-0.20798, 0.10354, 4.83941], [-2.88106, -0.05571, 5.16684], [-3.77813, -0.94443, 3.92776], [-3.50679, 0.78867, 3.74803], [1.97445, -1.94266, 1.01615], [4.36713, -2.44852, 1.24323], [5.59044, -1.77168, 3.28508], [4.40455, -0.52478, 5.06036], [2.02015, -0.00799, 4.83083], [1.05973, -3.02832, -1.60688], [2.75039, -4.09649, -3.01660], [2.49093, -6.45970, -3.70415], [0.51007, -7.73589, -2.94843], [-1.18302, -6.67360, -1.54466], [1.09969, 0.35298, -0.99891], [1.60467, 2.04677, -0.25060], [3.57669, 1.94569, -0.33387], [4.19255, 1.21753, 0.68606], [5.55391, 0.95918, 0.65388], [6.32584, 1.43482, -0.39713], [5.72543, 2.15183, -1.42164], [4.35870, 2.39370, -1.39529], [1.05893, 2.49350, 1.58985], [-0.24988, 2.30438, 2.02575], [-0.65651, 2.75494, 3.27266], [0.24234, 3.39975, 4.10932], [1.55079, 3.59463, 3.68825], [1.95087, 3.14874, 2.43686], [0.71757, 3.45411, -1.33011], [-0.67490, 3.48215, -1.28721], [-1.38842, 4.46069, -1.95972], [-0.71934, 5.41846, -2.70883], [0.66575, 5.39798, -2.76667], [1.37775, 4.42635, -2.07525], [1.61754, 0.18611, -1.94789], [3.60043, 0.85068, 1.51855], [6.01410, 0.38215, 1.44626], [7.39275, 1.25121, -0.41729], [6.32467, 2.52278, -2.24411], [3.90233, 2.93589, -2.21498], [-0.96660, 1.79344, 1.38837], [-1.67809, 2.59617, 3.59782], [-0.07425, 3.74709, 5.08486], [2.25975, 4.10294, 4.33011], [2.97358, 3.31643, 2.11615], [-1.21198, 2.73032, -0.71876], [-2.46995, 4.48144, -1.89121], [-1.27420, 6.18079, -3.24127], [1.19698, 6.15031, -3.33691], [2.46061, 4.43811, -2.10978]], "gap_ev": [6.121, 7.063], "relative_energy_kcal_mol": 63.42, "e_homo_ev": [-7.49, -7.71]}

(4)
{"formula": "C51H47GeN4ORhS4", "method": "ωB97M-V/def2-TZVPD", "symbols": ["Rh", "C", "C", "N", "N", "C", "S", "S", "C", "C", "C", "C", "C", "C", "C", "C", "C", "C", "C", "C", "C", "O", "H", "H", "H", "H", "H", "H", "H", "H", "H", "H", "H", "H", "H", "H", "S", "C", "N", "C", "C", "N", "C", "C", "C", "C", "C", "C", "C", "C", "S", "C", "C", "C", "C", "C", "C", "C", "H", "H", "H", "H", "H", "H", "H", "H", "H", "H", "H", "H", "H", "H", "H", "H", "H", "H", "C", "Ge", "C", "C", "C", "C", "C", "C", "C", "C", "C", "C", "C", "C", "C", "C", "C", "C", "H", "H", "H", "H", "H", "H", "H", "H", "H", "H", "H", "H", "H", "H", "H"], "positions_angstrom": [[0.73099, 0.45195, -0.89701], [4.62028, 0.27397, 1.35031], [3.23743, -0.02135, 0.83674], [2.71904, 0.67544, -0.12721], [3.50400, 1.69589, -0.65042], [2.96776, 2.35940, -1.60054], [1.33937, 2.07513, -2.27250], [3.75330, 3.68761, -2.40339], [5.15868, 4.03003, -1.29346], [4.79037, 5.00035, -0.20598], [4.97228, 6.36602, -0.39835], [4.60464, 7.27272, 0.58510], [4.04926, 6.82153, 1.77421], [3.86784, 5.46005, 1.97597], [4.23709, 4.55458, 0.99165], [2.48638, -1.13022, 1.44272], [3.23523, -2.10005, 2.14139], [2.65749, -3.14457, 2.82289], [1.26339, -3.22972, 2.86499], [0.49951, -2.30165, 2.19958], [1.07194, -1.25444, 1.44876], [0.21820, -0.46451, 0.82201], [4.87331, 1.31189, 1.18457], [5.35430, -0.32730, 0.80651], [4.69884, 0.04054, 2.40904], [5.92722, 4.44270, -1.94674], [5.51621, 3.07971, -0.90758], [5.40729, 6.72425, -1.32535], [4.75579, 8.33218, 0.42333], [3.76522, 7.52777, 2.54362], [3.44434, 5.10219, 2.90613], [4.09619, 3.49209, 1.15071], [4.31525, -2.03002, 2.13426], [3.27411, -3.86962, 3.33688], [0.78043, -4.02016, 3.42807], [-0.58377, -2.34519, 2.22713], [-1.09142, -0.79804, -2.43532], [-0.94687, -2.32864, -1.61765], [-1.96243, -3.11361, -1.23557], [-1.64670, -4.53495, -1.10329], [-0.36798, -4.71145, -0.31330], [0.70498, -3.88728, -0.85978], [2.08192, -4.33723, -0.64734], [2.41875, -5.52777, -1.51147], [2.44611, -5.39528, -2.89868], [2.73028, -6.49039, -3.69879], [2.99013, -7.72777, -3.11935], [2.96627, -7.86496, -1.74050], [2.67879, -6.76593, -0.93906], [0.38252, -2.75298, -1.48387], [1.52098, -1.65145, -2.20032], [-3.35816, -2.67430, -1.22756], [-4.08278, -3.27050, -0.04572], [-5.28701, -3.93870, -0.20964], [-5.93853, -4.49322, 0.88784], [-5.37579, -4.39669, 2.15059], [-4.16198, -3.73690, 2.31899], [-3.52358, -3.17362, 1.22675], [-1.55183, -4.98175, -2.09777], [-2.46107, -5.02448, -0.57551], [-0.05184, -5.75345, -0.36206], [-0.52688, -4.44188, 0.73470], [2.19109, -4.58386, 0.41107], [2.73976, -3.49310, -0.85165], [2.25097, -4.42824, -3.35273], [2.75615, -6.38023, -4.77535], [3.21397, -8.58180, -3.74525], [3.17099, -8.82580, -1.28603], [2.66470, -6.87169, 0.14101], [-3.85551, -2.95816, -2.15934], [-3.35358, -1.58238, -1.16962], [-5.72352, -4.02633, -1.19876], [-6.88040, -5.00894, 0.75121], [-5.87735, -4.83608, 3.00332], [-3.72180, -3.65653, 3.30572], [-2.58745, -2.63812, 1.35047], [0.13537, 2.64469, 1.50039], [-0.90439, 2.35077, -0.12090], [-2.53848, 1.33976, 0.07481], [-3.53151, 1.46355, -0.89729], [-4.77515, 0.87449, -0.71123], [-5.04398, 0.17971, 0.46272], [-4.06186, 0.05555, 1.43641], [-2.80487, 0.61340, 1.23504], [-1.36378, 4.06484, -0.94164], [-0.90647, 4.54291, -2.14084], [-1.27559, 5.81691, -2.63127], [-2.11190, 6.60744, -1.90985], [-2.63388, 6.15825, -0.67044], [-3.51792, 6.97894, 0.07255], [-4.03937, 6.55829, 1.25957], [-3.69774, 5.28263, 1.75400], [-2.84574, 4.47330, 1.05962], [-2.27293, 4.87859, -0.17619], [-0.35897, 3.42830, 2.07754], [1.13037, 3.00138, 1.22696], [0.22404, 1.73165, 2.08770], [-3.34633, 2.04573, -1.79464], [-5.54245, 0.98049, -1.46822], [-6.02131, -0.25986, 0.62182], [-4.27674, -0.47950, 2.35191], [-2.03855, 0.49928, 1.99451], [-0.24132, 3.95628, -2.75067], [-0.88130, 6.15122, -3.58245], [-2.39998, 7.58774, -2.27123], [-3.77379, 7.95278, -0.32842], [-4.71594, 7.19185, 1.81812], [-4.11748, 4.93837, 2.69083], [-2.63319, 3.49567, 1.47239]], "spin_multiplicity": 6, "gap_ev": [6.496, 5.506], "relative_energy_kcal_mol": 0.00, "charge": 1, "e_homo_ev": [-9.41, -10.23]}